The following is a DFT calculation (ωB97M-V with the def2-TZVPD basis set) of C2H4N2S3 in the gas phase at a distorted geometry.

Computed properties:
HOMO-LUMO gap = 8.996 eV
Highest occupied orbital energy = -8.91 eV
Lowest unoccupied orbital energy = 0.08 eV
Structure (SMILES) = S=CNS/C=N\S

The geometry in ORCA input format:
```
! RIJCOSX wB97M-V def2-TZVPD def2/J DEFGRID3
* xyz 0 1
S -2.865 0.418 -0.035
C -2.178 -0.340 1.188
N -0.913 -0.883 1.221
S 0.276 -0.822 0.127
C 1.096 0.696 0.599
N 2.047 1.138 -0.123
S 2.557 0.243 -1.475
H -2.566 -0.748 2.148
H -0.482 -1.185 2.171
H 0.721 1.195 1.459
H 1.386 -0.599 -2.043
*
```